[1]
The following is a DFT calculation (ωB97M-V/def2-TZVPD) of a molecular structure, C36H32BBrIrN6.

The gap between HOMO and LUMO (spin up / spin down) comes out at 7.17 / 4.70 eV. As for the energy above the lowest of the compared OMol25 structures with the same formula, charge and spin: 1.041 eV. The calculation puts the energy at -4422.29055 a.u.

Structure (ORCA input):
```
! wB97M-V def2-TZVPD RIJCOSX def2/J DEFGRID3
* xyz 2 2
Ir -0.0701 -0.2668 -0.2759
Br 0.8560 -6.5903 1.2061
N 0.0060 2.0617 1.5108
N 1.1974 0.0218 2.3130
N -0.0006 1.7783 0.1672
N 1.4381 -0.2245 1.0098
N -1.5737 -0.1261 1.0056
N -1.3257 0.1122 2.3073
C 0.0453 4.6045 -3.8682
C 1.4554 -4.2714 -0.2773
C 4.2583 -1.6940 -0.8145
C 2.3023 -0.2982 4.5131
C 2.7889 -0.4517 -2.8438
C -0.0001 2.9400 -0.5062
C 0.0062 3.0875 -1.9781
C 0.4870 -4.9311 0.5037
C -0.7981 -4.3744 0.6586
C -4.4577 -1.4788 -0.8135
C -2.4392 -0.1700 4.5071
C 0.0051 3.9820 0.4280
C -3.3498 -0.7817 2.1403
C 2.2439 -0.4169 3.0311
C -2.3882 -0.2855 3.0245
C 2.6412 -0.7959 0.8784
C 1.1572 -3.0565 -0.8241
C -1.0704 -3.1581 0.1010
C -3.2702 -0.8279 -0.5029
C 3.1827 -0.9544 2.1494
C 0.0380 3.5363 -4.7517
C 0.0172 4.0536 3.0133
C 0.0111 2.2421 -4.2532
C -2.7997 -0.6441 0.8713
C 2.4107 -0.3306 -1.5189
C -2.8596 -0.4714 -2.8736
C -0.0488 -2.3544 -0.5032
C 3.1214 -0.9645 -0.4915
C -0.0034 2.0251 -2.8844
C 4.6478 -1.8130 -2.1422
C 0.0081 3.3984 1.6759
C -4.0487 -1.1287 -3.1647
C 3.9172 -1.2018 -3.1534
C -4.8398 -1.6281 -2.1397
C 0.0286 4.3830 -2.5019
C -2.4932 -0.3189 -1.5504
B -0.0327 0.9387 2.5918
H -0.8720 3.7952 3.5882
H -1.7032 -0.8302 4.9670
H -4.3645 -1.2339 -4.1934
H 0.0541 3.7094 -5.8190
H 0.0630 5.6184 -4.2438
H 0.0323 5.2344 -1.8381
H 2.1309 0.7277 4.8370
H -0.0204 0.9974 -2.5429
H 1.5768 0.3619 -1.2959
H 5.5314 -2.3852 -2.3897
H -4.3271 -1.1498 2.3997
H -2.2519 -0.0542 -3.6650
H 4.8304 -2.1815 -0.0357
H 4.1486 -1.3514 2.4083
H -2.2277 0.8474 4.8343
H -5.0778 -1.8809 -0.0226
H -3.4250 -0.4516 4.8674
H 0.8928 3.7614 3.5924
H 2.2369 0.0607 -3.6203
H 1.5432 -0.9283 4.9777
H -5.7638 -2.1385 -2.3742
H -1.5987 0.3209 -1.3618
H 0.0377 5.1329 2.8855
H 0.0060 5.0382 0.2320
H -0.0177 1.4021 3.6844
H 1.8757 -2.6132 -1.4980
H -2.0804 -2.7954 0.1611
H -1.5596 -4.9220 1.1967
H 0.0012 1.3999 -4.9337
H 4.2378 -1.2907 -4.1822
H 3.2776 -0.6156 4.8720
H 2.4119 -4.7412 -0.4615
*
```

***

[2]
The following is a DFT calculation (ωB97M-V/def2-TZVPD) of a molecular structure, C32H46BrN3P2V.

The gap between HOMO and LUMO (spin up / spin down) comes out at 6.92 / 6.25 eV. The calculation puts the energy at -5611.37246 a.u.

Structure (ORCA input):
```
! wB97M-V def2-TZVPD RIJCOSX def2/J DEFGRID3
* xyz 2 4
Br 1.8508 2.1568 -2.4363
V 0.6507 0.6417 -0.7112
P -0.6792 1.5038 1.2820
P -1.2040 1.5426 -2.8252
N 0.5049 -3.9933 6.0332
N -0.0736 -1.3338 -0.4765
N -1.0302 -3.1476 0.3708
C -2.4707 1.0345 1.5186
C -0.1963 1.4894 -5.5642
C 1.7566 -3.7749 -2.6168
C -0.4317 -0.3438 3.4157
C 1.3445 -2.4951 -2.1855
C 1.3972 -4.2507 3.8357
C -1.4791 4.1074 -4.2371
C 2.6636 1.8842 0.6719
C 3.2322 -0.2396 1.7063
C 2.0692 -2.3862 5.2259
C -0.8752 3.3430 1.3523
C 2.0812 -3.0152 3.9570
C -0.0917 1.0801 2.9792
C 3.1583 -1.0789 2.8859
C -0.5086 0.6796 -4.3156
C 2.5459 1.1004 -0.4840
C 3.0407 -0.2138 -0.6990
C 3.1100 1.1760 1.7864
C 0.6093 -4.6948 4.9027
C -3.3406 1.2218 0.2919
C 1.1947 -2.8710 6.2125
C 0.1732 4.1422 2.1214
C 0.0384 -3.6006 -0.4183
C 0.5660 -2.4525 -1.0198
C 3.3754 -0.8915 0.4613
C -3.5923 1.4495 -4.4391
C 1.2745 -4.9317 -1.9532
C 2.6254 -2.3330 2.8003
C -1.0535 -1.8007 0.2988
C -3.0101 1.3008 -3.0395
C -1.0857 3.3902 -2.9550
C 0.3597 -4.8685 -0.8750
H -0.0319 3.6175 -2.7169
H 2.5907 -2.8793 1.8501
H -3.0245 0.6118 -0.5676
H -3.3490 2.2713 -0.0297
H -0.0819 -5.7467 -0.3906
H -3.2248 0.2997 -2.6411
H -1.8664 3.5216 1.8013
H 0.3873 0.8786 -6.2632
H -0.9236 3.6680 0.2985
H -0.5577 1.8120 3.6626
H 3.3520 1.6694 2.7258
H 0.3907 0.1717 -3.9303
H 3.7718 -1.9061 0.4517
H 2.6702 -1.4975 5.4283
H 2.4675 2.9518 0.6123
H 1.4424 -4.8265 2.9137
H -4.6841 1.3920 -4.3620
H 0.3866 3.7271 3.1133
H -1.6685 -3.7256 0.9250
H -4.3733 0.9298 0.5322
H -3.3660 2.4205 -4.8914
H 0.0000 -5.5987 4.8093
H -1.1515 5.1530 -4.1458
H -1.6915 3.7695 -2.1151
H 1.5369 -1.5591 -2.7374
H -3.2660 0.6573 -5.1217
H 1.6028 -5.9143 -2.3011
H -2.5640 4.1404 -4.3997
H 0.0714 -0.5831 4.3600
H -0.9960 3.6959 -5.1304
H 2.4453 -3.8750 -3.4729
H -3.4773 2.0314 -2.3675
H 0.4083 2.3776 -5.3598
H 3.3929 -0.5910 3.8275
H -1.5101 -0.4513 3.5934
H 0.9978 1.2475 2.9939
H 1.1144 4.2472 1.5723
H -2.8252 1.6712 2.3436
H -2.5462 0.0031 1.8888
H -1.8862 -1.2127 0.6647
H 1.0296 -2.2856 7.1280
H -1.2501 -0.0998 -4.5508
H 3.2142 -0.5480 -1.7249
H -0.1206 -1.1029 2.6836
H -1.1077 1.7881 -6.0997
H -0.2287 5.1508 2.2810
*
```

***

[3]
The following is a DFT calculation (ωB97M-V/def2-TZVPD) of a single C6H9ClN2O molecule.

The gap between HOMO and LUMO comes out at 9.26 eV. The SMILES is CCn1[nH]c(=O)c(C)c1Cl. As for the energy above the lowest of the compared OMol25 structures with the same formula, charge and spin: 0.000 eV. The calculation puts the energy at -878.93541 a.u.

Structure (ORCA input):
```
! wB97M-V def2-TZVPD RIJCOSX def2/J DEFGRID3
* xyz 0 1
Cl -0.7466 2.5508 0.1663
O 2.5657 -1.3283 0.2424
N 0.4033 -1.0753 0.9450
N -0.5676 -0.0937 1.1339
C 2.3531 1.4867 -0.8532
C 1.3223 0.7259 -0.0993
C -1.9261 -0.4386 0.7512
C 0.1028 1.1082 0.2790
C -2.0797 -1.0560 -0.6380
C 1.5588 -0.6626 0.3514
H 2.3671 2.5321 -0.5551
H -1.6395 -2.0513 -0.6609
H 0.3255 -1.9298 1.4745
H 3.3207 1.0285 -0.6647
H -2.2976 -1.1374 1.5078
H -1.5780 -0.4439 -1.3855
H -3.1329 -1.1373 -0.8991
H -2.5022 0.4865 0.8266
H 2.1508 1.4356 -1.9223
*
```

***

[4]
The following is a DFT calculation (ωB97M-V/def2-TZVPD) of 2 unconnected molecules or ions with the total composition C7H12.

The gap between HOMO and LUMO comes out at 10.59 eV. The SMILES is C=C1CC1.C=CC. As for the energy above the lowest of the compared OMol25 structures with the same formula, charge and spin: 2.599 eV. The calculation puts the energy at -273.81305 a.u.

Structure (ORCA input):
```
! wB97M-V def2-TZVPD RIJCOSX def2/J DEFGRID3
* xyz 0 1
C -1.0907 0.4960 -1.7500
C 2.8347 0.1434 0.5997
C 0.5158 1.0754 1.5688
C 1.4266 0.3408 0.9607
C -1.6511 -0.5451 -1.1423
C 1.7521 -0.8456 0.1648
C -2.6139 -0.4508 0.0039
H -1.4062 -1.5520 -1.4819
H -1.2965 1.5176 -1.4364
H 1.7332 -1.8199 0.6489
H 3.2694 0.7841 -0.1643
H -2.7863 0.5923 0.2888
H 0.7856 1.9864 2.0971
H -0.3969 0.3698 -2.5773
H 3.5343 -0.1721 1.3704
H -0.5348 0.7941 1.5608
H 1.4618 -0.8590 -0.8834
H -3.5806 -0.8980 -0.2565
H -2.2378 -0.9915 0.8813
*
```

***

[5]
The following is a DFT calculation (ωB97M-V/def2-TZVPD) of 7 unconnected molecules or ions with the total composition C56H60BrF6NO.

The gap between HOMO and LUMO comes out at 9.09 eV. The SMILES is CC[C@H](C)[C@]1(C[C@@H](C)Br)C[C@@H](CCCc2ccccc2)NC1=O.Fc1ccccc1.Fc1ccccc1.Fc1ccccc1.Fc1ccccc1.Fc1ccccc1.Fc1ccccc1. The calculation puts the energy at -5472.84237 a.u.

Structure (ORCA input):
```
! wB97M-V def2-TZVPD RIJCOSX def2/J DEFGRID3
* xyz 0 1
Br -4.7117 -0.6442 2.9529
F -9.6611 3.9544 -1.6612
F 1.7268 -4.3808 3.8882
F 0.6753 5.4758 -0.9480
F 7.4746 -3.9003 -5.5884
F 2.1721 -1.2390 -4.0553
F -6.9513 2.0323 6.9150
O -3.1156 0.7966 -1.0041
N -0.7815 0.2431 -1.2694
C -1.3801 -5.7661 5.1312
C -9.0675 2.5329 6.0082
C -0.9867 -6.1663 6.4049
C -7.6215 3.7723 -0.4940
C 5.6810 -2.1138 -4.2581
C -2.3000 0.9066 2.2275
C 1.8749 0.2185 -1.0471
C -6.0009 2.1379 -1.2107
C -1.4753 1.3357 0.9219
C 0.9324 4.2561 -4.3481
C -1.3933 2.9596 0.8651
C -0.1409 6.4140 -2.9498
C 7.2669 -5.1631 -5.9962
C -8.4223 1.0038 3.7694
C 6.6210 -5.3913 -7.2008
C 1.2446 -5.3630 5.9753
C -2.8249 -0.6118 2.2241
C -0.2780 6.3446 -4.3323
C -8.0954 2.3480 -2.3854
C 0.2565 5.2638 -5.0299
C -1.9701 -1.5499 3.2411
C 5.0837 -0.2523 1.2290
C 6.4113 -6.6991 -7.6256
C -6.8542 1.7367 -2.2362
C -8.4646 3.3609 -1.5140
C 1.0794 4.3304 -2.9670
C 4.3921 -1.9705 -3.7551
C 4.3556 -0.1679 -0.2213
C -9.9819 2.4035 4.9677
C -0.4633 -5.1565 4.2813
C 6.8394 -7.7631 -6.8367
C 2.7752 -0.4640 0.0892
C 4.9995 -1.0426 -6.3111
C -1.9474 0.7994 -0.5231
C 7.7019 -6.2143 -5.2045
C 5.9790 0.8631 1.8108
C 4.7774 -1.5684 2.0383
C -7.5033 1.1419 4.8045
C -9.6601 1.6375 3.8509
C 5.3666 -1.7683 3.4539
C -7.8365 1.9030 5.9139
C 7.4821 -7.5220 -5.6247
C 0.8401 -4.9642 4.7110
C 0.4505 0.7693 -0.5681
C 0.0021 0.6658 0.9625
C 3.7070 -0.9089 -5.8126
C 0.8365 4.1477 1.7727
C 6.2459 -0.6418 4.0536
C 6.5623 0.6427 3.2408
C -0.6287 3.5896 2.1541
C 0.3244 -5.9627 6.8292
C 0.5385 5.4072 -2.2823
C 5.9846 -1.6478 -5.5343
C -6.3850 3.1531 -0.3385
C -2.8549 3.6459 0.6915
C 3.4181 -1.3722 -4.5392
H -0.2282 -0.3813 1.3548
H 2.6033 -0.0825 1.1482
H -2.4005 -5.9288 4.8006
H 1.6105 3.5591 -2.4207
H 0.7742 1.2659 1.5800
H 5.9145 -6.8884 -8.5712
H -5.7216 3.4619 0.4624
H 2.2709 -5.2039 6.2849
H -8.7758 2.0434 -3.1723
H 2.4653 1.0472 -1.5784
H -0.7870 3.3270 -0.0488
H -2.8678 -1.1046 1.1972
H 6.6595 -0.7691 5.1103
H -2.6650 -2.3556 3.6486
H -10.9447 2.8997 5.0279
H 4.1401 -2.3197 -2.7604
H -0.8012 7.1309 -4.8658
H -0.5208 2.8597 3.0221
H -1.5844 0.9992 3.1312
H 4.1194 -2.3777 1.5761
H 6.6722 -8.7837 -7.1659
H 6.4478 -2.5885 -3.6559
H 4.8007 -0.8888 -0.9810
H -6.5522 0.9483 -2.9173
H -3.4265 3.7128 1.6880
H 5.0985 -2.7335 4.0006
H -5.0344 1.6570 -1.0925
H 7.8115 -8.3523 -5.0094
H -3.1916 1.5855 2.4638
H 7.2204 1.4568 3.6829
H 6.9894 -1.7549 -5.9256
H 0.8976 5.2822 1.9593
H -1.7027 -6.6382 7.0702
H -1.0286 -1.9560 2.7389
H 6.2866 -4.5509 -7.7978
H 2.9254 -0.4482 -6.4056
H 1.6739 -0.5874 -1.8529
H 6.1694 1.7883 1.1793
H -0.8394 -0.7872 -1.2210
H 5.2386 -0.6764 -7.3038
H -2.6339 4.7424 0.3977
H -7.9330 4.5700 0.1703
H 0.6282 -6.2717 7.8236
H -9.3046 3.1180 6.8890
H -6.5320 0.6628 4.7549
H -8.1744 0.4040 2.9000
H -10.3748 1.5329 3.0408
H 1.3445 3.4129 -4.8922
H 0.4638 1.8553 -0.9203
H 0.1450 5.2083 -6.1080
H -0.5571 7.2429 -2.3892
H 4.4079 0.9338 -0.5232
H -1.2466 4.5074 2.4816
H 1.1807 3.8706 0.7153
H 1.5952 3.6758 2.4994
H -1.6616 -0.9041 4.1431
H -3.4653 3.1997 -0.1607
H 2.6259 -1.6076 0.0693
H -0.7545 -4.8306 3.2895
H 8.2076 -6.0071 -4.2685
*
```

***

[6]
The following is a DFT calculation (ωB97M-V/def2-TZVPD) of a molecular structure, C16H25F6N2O11S2Sr.

The gap between HOMO and LUMO comes out at 5.06 eV. As for the energy above the lowest of the compared OMol25 structures with the same formula, charge and spin: 0.000 eV. The calculation puts the energy at -2988.19736 a.u.

Structure (ORCA input):
```
! wB97M-V def2-TZVPD RIJCOSX def2/J DEFGRID3
* xyz -1 1
Sr 6.2286 -1.6768 -1.2684
S 4.2142 -2.5286 -4.0446
S 5.5182 -4.7155 -3.3970
F 6.2321 -1.1636 -5.2095
F 4.3320 -1.1087 -6.2581
F 3.1421 -4.9219 -2.1510
F 4.0966 -6.8232 -2.4426
F 5.6300 -2.9009 -6.2923
F 4.8218 -5.4304 -0.9340
O 3.1489 -3.3478 -4.5780
O 3.0820 -3.2030 5.7043
O 3.7079 -1.3598 -3.3512
O 6.7796 -5.2949 -3.0038
O 1.1871 -2.1482 3.9459
O 5.9297 0.9619 -1.5946
O 6.1412 -3.3699 2.2034
O 8.1742 -0.5928 0.0922
O 5.1892 -5.1288 -4.7367
O 7.0481 -3.7231 0.1535
O 4.5207 -1.5843 0.7656
N 8.3585 -1.1587 -2.7291
N 5.4655 -3.1425 -3.0695
C 4.6777 -3.3236 3.9661
C 5.0302 -2.9126 2.7013
C 10.7759 -0.7019 -2.6758
C 9.2394 -0.0495 -0.6874
C 3.3802 -3.0175 4.5340
C 6.4709 1.9621 -2.4669
C 4.0908 -2.0210 1.9051
C 7.5806 -6.1111 0.2600
C 4.3267 -5.5613 -2.1433
C 5.8190 1.8193 -3.8353
C 7.8291 0.2636 1.1852
C 8.1221 -4.6705 0.2293
C 9.5399 -1.0367 -1.8420
C 2.7860 -1.9139 2.2380
C 2.3377 -2.3143 3.5738
C 5.1618 -1.8756 -5.5890
H 6.9914 -6.2743 1.1611
H 9.6722 -2.0536 -1.4654
H 6.0861 2.6476 -4.4905
H 8.6755 -1.7777 -3.4741
H 7.0239 -0.1717 1.7767
H 11.0222 -1.5293 -3.3382
H 8.7302 -4.4520 -0.6516
H 7.5593 1.9876 -2.5189
H 8.1286 -0.3303 -3.2787
H 8.7311 -4.4513 1.1094
H 6.1860 2.9329 -2.0481
H 10.5782 0.2190 -3.2316
H 8.9530 0.8914 -1.1730
H 6.6838 -3.6633 1.0833
H 8.6237 0.3904 1.9270
H 10.1409 0.1932 -0.1220
H 4.7909 1.4554 -3.8530
H 7.5585 1.2779 0.8852
H 5.3533 -4.0061 4.4617
H 7.0187 -6.3282 -0.6426
H 5.1344 1.3832 -1.2507
H 8.4054 -6.8292 0.2775
H 6.2378 0.9265 -4.3168
H 2.1126 -1.2703 1.6884
H 11.6534 -0.4564 -2.0739
*
```

***

- Which of these has the lowest energy?
  C32H46BrN3P2V

***

- The lowest energy belongs to which entry?
  C32H46BrN3P2V